(1)
Computed, not measured: a structure of composition C21H30CoN2Si in a non-equilibrium geometry, with ωB97M-V with the def2-TZVPD basis set.

Geometry (Å):
1 C 1.87255 0.03746 2.29044
2 C 1.32932 -0.80537 1.26140
3 C 2.35795 -0.91366 0.21470
4 H 0.49950 -1.50563 1.34848
5 C 3.48551 -0.12664 0.66347
6 C 3.17396 0.42379 1.91579
7 H 3.87481 0.96377 2.55250
8 H 1.40516 0.20205 3.25907
9 H 2.36680 -1.71806 -0.51785
10 H 4.45932 -0.11002 0.17336
11 Co 1.13151 0.58448 -0.22794
12 C -1.87448 -0.66140 -2.85704
13 H -1.34026 -1.46211 -3.37678
14 H -1.84162 0.27427 -3.42128
15 H -2.91591 -0.98331 -2.76566
16 Si -1.25108 -0.53347 -1.11779
17 C -2.53382 0.11284 0.10391
18 C -2.43978 -0.26516 1.45196
19 H -1.67231 -0.98483 1.77331
20 C -3.34851 0.23623 2.39034
21 H -3.27307 -0.08638 3.43181
22 C -4.34121 1.14257 1.98877
23 H -5.05523 1.51729 2.71677
24 C -4.40676 1.56193 0.65376
25 H -5.16344 2.28767 0.34585
26 C -3.49894 1.06016 -0.28679
27 H -3.54581 1.37657 -1.33253
28 C -0.86203 -2.36578 -0.80199
29 C -1.64636 -3.21249 -0.02011
30 H -2.45963 -2.78998 0.57447
31 C -1.38274 -4.59095 0.00386
32 H -1.99470 -5.23877 0.64091
33 C -0.33927 -5.12263 -0.75482
34 H -0.14270 -6.19479 -0.74239
35 C 0.47233 -4.27730 -1.53128
36 H 1.32331 -4.67301 -2.09094
37 C 0.19415 -2.90602 -1.56740
38 H 0.81250 -2.26291 -2.20525
39 H 0.57148 -0.23170 -1.39485
40 H -0.40432 0.66913 -0.50701
41 N 2.28872 1.58595 -1.42861
42 C 3.05357 2.78185 -0.92713
43 C 2.56327 3.33296 0.40171
44 C 1.05498 3.49422 0.49045
45 N 0.38694 2.19873 0.78688
46 H 1.75938 1.85555 -2.26814
47 H 2.94640 0.88642 -1.77512
48 H 4.10630 2.48930 -0.83799
49 H 2.95986 3.55617 -1.69920
50 H 2.94913 2.74079 1.24734
51 H 3.00697 4.33227 0.50258
52 H 0.78925 4.20325 1.28450
53 H 0.65425 3.87599 -0.45652
54 H 0.51024 1.94669 1.77245
55 H -0.62539 2.29206 0.67155

Properties
charge = +1
calculated total energy = -70738.89987 eV
⟨S²⟩ = 6.052
ΔE to the lowest compared entry with this formula, charge and spin = 71.44 kJ/mol
highest occupied orbital energy (alpha / beta) = -9.844 / -11.689 eV
spin multiplicity = 5

=====

(2)
Computed, not measured: the molecule C21H30N2O4, with ωB97M-V with the def2-TZVPD basis set.

Geometry (Å):
1 C -2.06683 -3.89429 1.17477
2 C -0.93532 -3.12521 0.56514
3 C 0.14657 -3.77752 -0.00474
4 C 1.19466 -3.07700 -0.58408
5 C 2.35751 -3.79096 -1.20194
6 C 1.15674 -1.68509 -0.56912
7 C 2.27521 -0.90269 -1.19369
8 O 2.35137 -0.66174 -2.38145
9 N 3.21729 -0.53087 -0.29425
10 C 4.28148 0.38349 -0.62697
11 C 3.93579 1.80832 -0.16359
12 C 5.08690 2.80213 -0.40222
13 C 5.21301 3.52771 0.93850
14 C 4.71520 2.45895 1.90887
15 O 3.65643 1.81287 1.23376
16 C 0.08173 -0.99873 -0.00441
17 C 0.08395 0.50300 -0.00083
18 C -0.96664 -1.72943 0.54854
19 C -2.15661 -1.02705 1.13726
20 O -2.34995 -0.88672 2.32496
21 N -3.02389 -0.60409 0.18203
22 C -4.21411 0.15198 0.48008
23 C -4.06332 1.64090 0.11806
24 C -3.84149 1.86342 -1.39160
25 C -4.79700 3.01070 -1.71978
26 C -5.90415 2.77282 -0.69545
27 O -5.23821 2.35297 0.47711
28 H -2.96990 -3.78154 0.57446
29 H -1.82472 -4.95179 1.24148
30 H -2.28402 -3.51466 2.17105
31 H 0.17235 -4.85790 -0.00194
32 H 3.25014 -3.65996 -0.59003
33 H 2.15445 -4.85474 -1.29456
34 H 2.56908 -3.38152 -2.18768
35 H 3.00971 -0.62434 0.68888
36 H 4.40279 0.36538 -1.71183
37 H 5.20390 0.04847 -0.14310
38 H 3.01407 2.12122 -0.66933
39 H 4.87301 3.47788 -1.22633
40 H 6.00458 2.25786 -0.62909
41 H 6.22850 3.84929 1.15545
42 H 4.54922 4.39183 0.96864
43 H 4.31657 2.85859 2.84194
44 H 5.51745 1.74205 2.13941
45 H -0.83565 0.89827 0.42190
46 H 0.20269 0.87965 -1.01685
47 H 0.91768 0.87935 0.59230
48 H -2.75480 -0.70054 -0.78475
49 H -5.06854 -0.26900 -0.05969
50 H -4.39185 0.06424 1.55403
51 H -3.23959 2.06003 0.71074
52 H -2.80540 2.09973 -1.62338
53 H -4.13060 0.96952 -1.94777
54 H -5.15916 2.98547 -2.74468
55 H -4.31832 3.97177 -1.53144
56 H -6.47746 3.66674 -0.44732
57 H -6.59477 1.99110 -1.04629

Properties
calculated total energy = -33435.29745 eV
ΔE to the lowest compared entry with this formula, charge and spin = 90.31 kJ/mol
highest occupied orbital energy = -8.881 eV